P.
C2H4N4O2 | ωB97M-V/def2-TZVPD

The geometry in XYZ format:
```
12
C2H4N4O2 ωB97M-V/def2-TZVPD
H 0.78354 -2.33915 1.35833
N 0.42844 -1.44996 1.41937
C 0.22399 -0.91664 0.27484
O 0.38790 -1.50860 -0.92043
N -0.13613 -0.70730 -1.92069
N -0.53185 0.33531 -1.38538
N -0.22110 0.35730 -0.08153
O -0.72505 1.28114 0.79745
C 0.33949 2.16142 1.27721
H 0.62464 2.73842 0.39213
H 1.24841 1.53562 1.57465
H -0.11571 2.66863 2.12408
```

Charge: 0
SMILES string: [H]/N=c1\onnn1OC
Orbital gap: 0.3831 Eh

The molecule's natural (NBO) atomic charges, reported in e, are given here: 0.360, -0.741, 0.616, -0.336, 0.101, -0.007, -0.021, -0.319, -0.258, 0.191, 0.199, 0.215

=====

Q.
C2H4N4O2 | ωB97M-V/def2-TZVPD

The geometry in XYZ format:
```
12
C2H4N4O2 ωB97M-V/def2-TZVPD
C -0.78847 -0.58676 0.15099
C 1.44358 -0.40718 0.00602
H -1.16714 1.69375 -0.40990
H 0.92609 2.48699 1.16575
H -2.23202 0.86455 -0.04055
H -0.36799 -2.33839 -0.80856
N 0.28981 1.60313 -0.01480
N 0.37370 0.28153 0.62036
N -2.05072 -0.17700 -0.42741
N -0.20296 -1.96739 0.13629
O 1.33725 -1.69179 0.16245
O 2.43886 0.23855 -0.54063
```

Charge: 0
Orbital gap: 0.3277 Eh

The molecule's natural (NBO) atomic charges, reported in e, are given here: 0.525, 0.828, 0.354, 0.359, 0.335, 0.393, -0.599, -0.360, -0.656, -0.297, -0.332, -0.552

=====

Here are the energies relative to the best structure, in kJ/mol: P 0.0; Q 497.3.